{
  "formula": "C43H44Cl8NO",
  "method": "wB97M-V/def2-TZVPD",
  "charge": 1,
  "elements": ["C", "O", "C", "C", "C", "C", "C", "C", "C", "C", "C", "C", "C", "C", "C", "C", "C", "C", "N", "C", "C", "H", "H", "H", "H", "H", "H", "H", "H", "H", "H", "H", "H", "H", "H", "H", "H", "H", "H", "H", "H", "H", "H", "H", "H", "H", "H", "H", "H", "Cl", "C", "C", "Cl", "C", "C", "C", "C", "H", "H", "H", "H", "Cl", "C", "C", "Cl", "C", "C", "C", "C", "H", "H", "H", "H", "Cl", "C", "C", "Cl", "C", "C", "C", "C", "H", "H", "H", "H", "Cl", "C", "C", "Cl", "C", "C", "C", "C", "H", "H", "H", "H"],
  "xyz": [[-0.06, -1.99, 0.02], [1.27, -1.64, -0.38], [1.36, -1.74, -1.80], [2.76, -1.31, -2.35], [3.58, -0.44, -1.35], [4.71, -1.23, -0.61], [5.59, -0.15, 0.11], [6.53, -0.76, 1.21], [5.90, -0.52, 2.62], [6.29, 0.84, 3.26], [5.41, 2.05, 2.88], [4.02, 2.07, 3.53], [3.37, 0.99, 4.07], [2.05, 1.06, 4.65], [1.37, 2.25, 4.73], [2.01, 3.41, 4.23], [1.39, 4.72, 4.32], [2.02, 5.80, 3.80], [3.25, 5.68, 3.21], [3.89, 4.52, 3.11], [3.31, 3.34, 3.62], [-0.54, -1.23, 0.67], [-0.71, -2.17, -0.85], [0.00, -2.94, 0.58], [1.21, -2.81, -2.07], [0.59, -1.10, -2.26], [3.36, -2.20, -2.60], [2.61, -0.70, -3.25], [4.11, 0.35, -1.92], [2.97, 0.09, -0.60], [5.30, -1.85, -1.30], [4.23, -1.84, 0.17], [4.85, 0.48, 0.64], [6.13, 0.48, -0.61], [7.53, -0.28, 1.16], [6.71, -1.83, 1.03], [6.33, -1.31, 3.26], [4.81, -0.68, 2.49], [7.32, 1.06, 2.93], [6.33, 0.77, 4.37], [5.93, 2.95, 3.25], [5.30, 2.20, 1.79], [3.84, 0.00, 4.07], [1.61, 0.13, 5.03], [0.38, 2.27, 5.19], [0.41, 4.77, 4.80], [1.54, 6.78, 3.84], [3.70, 6.52, 2.84], [4.86, 4.52, 2.63], [-5.35, -2.73, -3.07], [-4.80, -1.47, -2.03], [-3.46, -1.07, -2.00], [-2.26, -1.82, -3.00], [-3.07, -0.06, -1.14], [-3.99, 0.57, -0.33], [-5.33, 0.18, -0.37], [-5.72, -0.84, -1.22], [-2.03, 0.25, -1.11], [-3.68, 1.36, 0.34], [-6.06, 0.67, 0.27], [-6.76, -1.14, -1.25], [-9.47, -1.91, -0.97], [-9.77, -0.58, -2.03], [-9.63, 0.74, -1.61], [-9.14, 1.14, 0.00], [-9.88, 1.78, -2.50], [-10.27, 1.50, -3.80], [-10.40, 0.18, -4.22], [-10.15, -0.85, -3.34], [-9.78, 2.80, -2.18], [-10.47, 2.31, -4.49], [-10.70, -0.04, -5.24], [-10.25, -1.88, -3.67], [-2.67, 3.81, -7.51], [-1.86, 3.24, -6.10], [-2.05, 1.95, -5.61], [-3.10, 0.83, -6.39], [-1.38, 1.54, -4.46], [-0.52, 2.41, -3.81], [-0.33, 3.69, -4.29], [-0.99, 4.11, -5.44], [-1.53, 0.54, -4.08], [-0.01, 2.08, -2.91], [0.34, 4.37, -3.78], [-0.84, 5.11, -5.81], [3.14, -6.13, 5.06], [2.15, -6.07, 3.65], [2.32, -5.10, 2.67], [3.55, -3.90, 2.78], [1.49, -5.08, 1.56], [0.49, -6.03, 1.43], [0.32, -7.00, 2.40], [1.14, -7.02, 3.51], [1.62, -4.33, 0.80], [-0.16, -6.01, 0.56], [-0.46, -7.75, 2.30], [1.01, -7.78, 4.28]]
}

---

{
  "formula": "C43H44InN10OPSSe",
  "method": "wB97M-V/def2-TZVPD",
  "relative_energy_kcal_mol": 50.0,
  "charge": 2,
  "elements": ["In", "N", "C", "S", "N", "N", "C", "C", "C", "C", "C", "C", "C", "C", "C", "C", "C", "C", "N", "H", "H", "H", "H", "H", "H", "H", "H", "H", "H", "H", "C", "C", "O", "N", "C", "C", "C", "C", "C", "C", "N", "H", "H", "H", "H", "H", "H", "H", "H", "H", "H", "N", "P", "C", "C", "C", "C", "C", "C", "C", "C", "C", "C", "C", "C", "C", "C", "C", "C", "C", "N", "H", "H", "H", "H", "H", "H", "H", "H", "H", "H", "H", "H", "H", "H", "H", "C", "N", "C", "C", "N", "C", "C", "Se", "H", "H", "H", "H", "H", "H", "H", "H"],
  "xyz": [[0.28, 0.44, -0.18], [-3.93, -0.20, 1.17], [-2.64, 0.09, 0.92], [-1.84, -0.94, -0.20], [-2.16, 1.12, 1.59], [-0.90, 1.46, 1.44], [-0.38, 2.47, 2.06], [-1.19, 3.40, 2.88], [-0.85, 3.71, 4.19], [-1.64, 4.58, 4.93], [-2.77, 5.15, 4.36], [-3.11, 4.84, 3.05], [-2.33, 3.97, 2.31], [1.06, 2.68, 1.89], [1.71, 3.82, 2.38], [3.08, 3.94, 2.21], [3.79, 2.92, 1.58], [3.07, 1.84, 1.12], [1.75, 1.73, 1.25], [-4.37, -0.98, 0.73], [-4.43, 0.33, 1.87], [0.02, 3.25, 4.65], [-1.37, 4.81, 5.95], [-3.38, 5.83, 4.93], [-3.99, 5.29, 2.60], [-2.60, 3.73, 1.29], [1.15, 4.60, 2.88], [3.60, 4.82, 2.57], [4.86, 2.97, 1.47], [3.57, 1.01, 0.63], [-2.51, 2.82, -3.23], [-1.38, 2.71, -2.25], [-1.27, 1.77, -1.46], [-0.47, 3.69, -2.25], [0.58, 3.69, -1.26], [1.77, 2.89, -1.71], [2.89, 3.53, -2.22], [3.97, 2.78, -2.66], [3.89, 1.40, -2.58], [2.73, 0.84, -2.06], [1.69, 1.55, -1.63], [-3.30, 2.14, -2.93], [-2.17, 2.51, -4.22], [-2.89, 3.84, -3.30], [-0.50, 4.41, -2.96], [0.17, 3.22, -0.36], [0.86, 4.72, -1.03], [2.92, 4.61, -2.27], [4.86, 3.26, -3.05], [4.70, 0.77, -2.91], [2.65, -0.24, -1.98], [2.20, -2.41, 0.19], [1.38, -1.60, 1.45], [2.53, -1.92, 2.82], [2.67, -3.23, 3.30], [3.55, -3.49, 4.33], [4.30, -2.46, 4.89], [4.16, -1.16, 4.42], [3.27, -0.89, 3.39], [0.01, -2.72, 1.85], [-0.37, -3.78, 1.03], [-1.49, -4.52, 1.34], [-2.25, -4.20, 2.46], [-1.87, -3.15, 3.28], [-0.75, -2.40, 2.97], [2.12, -2.15, -1.15], [2.82, -2.94, -2.07], [2.71, -2.68, -3.41], [1.89, -1.63, -3.84], [1.24, -0.89, -2.89], [1.35, -1.13, -1.57], [2.78, -3.20, 0.45], [2.07, -4.03, 2.89], [3.65, -4.50, 4.71], [4.99, -2.67, 5.69], [4.73, -0.36, 4.86], [3.14, 0.12, 3.04], [0.21, -4.02, 0.14], [-1.77, -5.36, 0.72], [-3.13, -4.78, 2.69], [-2.46, -2.89, 4.15], [-0.45, -1.57, 3.60], [3.45, -3.75, -1.71], [3.25, -3.28, -4.13], [1.77, -1.41, -4.89], [0.59, -0.06, -3.15], [-1.13, -3.82, -4.10], [-2.54, -3.59, -3.96], [-3.53, -4.56, -3.99], [-4.71, -3.93, -3.86], [-4.45, -2.58, -3.76], [-5.44, -1.53, -3.66], [-3.12, -2.38, -3.82], [-2.26, -0.77, -3.70], [-0.96, -4.72, -4.69], [-0.66, -3.93, -3.12], [-0.69, -2.96, -4.60], [-3.30, -5.60, -4.10], [-5.71, -4.32, -3.84], [-6.42, -1.93, -3.90], [-5.19, -0.73, -4.36], [-5.45, -1.11, -2.65]]
}

---

{
  "formula": "C43H45AsN7O4S3Tl",
  "method": "wB97M-V/def2-TZVPD",
  "relative_energy_kcal_mol": 2.9,
  "elements": ["Tl", "C", "O", "C", "C", "C", "C", "C", "C", "O", "C", "O", "C", "H", "H", "H", "H", "H", "H", "H", "H", "H", "N", "C", "C", "C", "C", "C", "C", "N", "C", "C", "C", "S", "C", "N", "H", "H", "H", "H", "H", "H", "H", "C", "C", "N", "N", "C", "S", "N", "N", "H", "H", "H", "H", "H", "H", "C", "As", "C", "C", "C", "C", "C", "C", "C", "C", "H", "H", "H", "H", "H", "H", "H", "H", "H", "H", "H", "H", "H", "O", "S", "C", "C", "C", "C", "C", "C", "C", "C", "C", "C", "C", "C", "H", "H", "H", "H", "H", "H", "H", "H", "H", "H"],
  "xyz": [[-0.21, -0.25, -0.55], [-2.19, 0.37, 6.55], [-1.48, -0.85, 6.52], [-1.06, -1.29, 5.31], [-0.40, -2.53, 5.32], [0.04, -3.05, 4.13], [-0.15, -2.39, 2.89], [0.30, -3.02, 1.66], [1.04, -4.35, 1.73], [0.11, -2.56, 0.53], [-0.81, -1.12, 2.88], [-1.04, -0.42, 1.84], [-1.25, -0.60, 4.14], [-2.46, 0.55, 7.59], [-3.10, 0.31, 5.94], [-1.58, 1.20, 6.19], [-0.26, -3.06, 6.25], [0.54, -4.01, 4.15], [0.35, -5.15, 2.03], [1.86, -4.33, 2.45], [1.42, -4.57, 0.74], [-1.76, 0.36, 4.11], [4.44, -0.06, 0.44], [4.59, -1.14, -0.41], [5.70, -1.82, -0.90], [5.45, -2.89, -1.73], [4.14, -3.29, -2.05], [3.04, -2.61, -1.57], [3.28, -1.52, -0.74], [2.38, -0.68, -0.11], [3.10, 0.17, 0.57], [2.51, 1.19, 1.43], [3.07, 1.78, 2.51], [1.91, 2.77, 3.29], [0.74, 2.32, 2.11], [1.19, 1.51, 1.20], [5.18, 0.51, 0.83], [6.71, -1.51, -0.66], [6.29, -3.45, -2.14], [4.00, -4.15, -2.70], [2.02, -2.91, -1.79], [4.06, 1.66, 2.91], [-0.28, 2.67, 2.15], [-1.94, 5.38, -1.94], [-0.93, 4.53, -2.62], [-0.63, 4.56, -3.88], [0.36, 3.62, -4.00], [0.68, 3.00, -2.85], [1.84, 1.84, -2.54], [-0.16, 3.60, -1.96], [-0.28, 3.21, -0.63], [-2.35, 6.08, -2.65], [-1.48, 5.93, -1.12], [-2.75, 4.77, -1.53], [0.78, 3.44, -4.89], [0.64, 2.85, -0.34], [-0.54, 4.00, -0.06], [-2.22, -4.99, -3.31], [-1.35, -3.48, -2.39], [-1.99, -2.14, -3.69], [-2.71, -3.15, -0.97], [-4.14, -3.24, -1.37], [-4.85, -4.44, -1.26], [-6.18, -4.53, -1.64], [-6.84, -3.41, -2.13], [-6.16, -2.21, -2.24], [-4.82, -2.12, -1.86], [-3.27, -4.78, -3.52], [-2.15, -5.90, -2.71], [-1.69, -5.16, -4.25], [-3.06, -2.25, -3.86], [-1.46, -2.27, -4.63], [-1.78, -1.13, -3.32], [-2.46, -2.15, -0.60], [-2.47, -3.85, -0.16], [-4.34, -5.31, -0.87], [-6.70, -5.47, -1.54], [-7.88, -3.48, -2.43], [-6.66, -1.33, -2.62], [-4.31, -1.17, -1.94], [-2.39, 2.87, 1.75], [-2.75, 1.67, 0.94], [-3.87, 2.25, -0.35], [-4.83, 3.22, -0.11], [-5.65, 3.64, -1.14], [-5.51, 3.10, -2.42], [-4.53, 2.14, -2.66], [-3.71, 1.72, -1.63], [-4.01, 0.80, 1.88], [-4.47, 1.34, 3.06], [-5.44, 0.65, 3.79], [-5.92, -0.56, 3.32], [-5.44, -1.10, 2.14], [-4.47, -0.42, 1.41], [-4.93, 3.64, 0.89], [-6.41, 4.39, -0.95], [-6.15, 3.43, -3.22], [-4.41, 1.73, -3.66], [-2.93, 0.99, -1.80], [-4.06, 2.29, 3.40], [-5.81, 1.07, 4.71], [-6.67, -1.09, 3.89], [-5.81, -2.05, 1.77], [-4.08, -0.84, 0.50]]
}

---

{
  "formula": "C43H45IrN5O2P2Si2",
  "method": "wB97M-V/def2-TZVPD",
  "charge": 1,
  "elements": ["Ir", "C", "Si", "C", "C", "N", "P", "C", "P", "N", "Si", "C", "C", "C", "C", "C", "C", "C", "C", "C", "C", "C", "C", "C", "C", "C", "C", "C", "C", "C", "C", "C", "C", "C", "C", "C", "C", "C", "H", "H", "H", "H", "H", "H", "H", "H", "H", "H", "H", "H", "H", "H", "H", "H", "H", "H", "H", "H", "H", "H", "H", "H", "H", "H", "H", "H", "H", "H", "H", "H", "H", "H", "H", "H", "H", "H", "O", "N", "O", "C", "C", "C", "C", "C", "C", "N", "C", "C", "N", "C", "C", "C", "C", "H", "H", "H", "H", "H", "H", "H"],
  "xyz": [[-0.08, 0.11, -0.59], [-0.92, 4.92, 0.72], [-0.67, 3.58, -0.58], [-2.07, 3.68, -1.82], [0.94, 3.88, -1.49], [-0.61, 2.04, 0.18], [-1.11, 1.32, 1.52], [-0.94, -0.35, 1.09], [-0.32, -1.96, 1.00], [0.13, -2.00, -0.54], [0.84, -3.16, -1.60], [2.71, -3.08, -1.52], [0.35, -2.76, -3.37], [0.23, -4.88, -1.21], [-1.56, -3.20, 1.38], [-2.59, -3.36, 0.45], [-3.62, -4.25, 0.69], [-3.64, -4.99, 1.87], [-2.62, -4.83, 2.80], [-1.58, -3.94, 2.56], [1.05, -2.27, 2.13], [1.63, -3.54, 2.11], [2.73, -3.83, 2.90], [3.27, -2.84, 3.72], [2.70, -1.58, 3.74], [1.60, -1.29, 2.95], [-2.81, 1.68, 2.00], [-3.13, 2.84, 2.71], [-4.45, 3.13, 2.99], [-5.46, 2.27, 2.58], [-5.14, 1.11, 1.89], [-3.82, 0.82, 1.59], [-0.11, 1.78, 2.95], [1.12, 2.40, 2.75], [1.95, 2.67, 3.83], [1.55, 2.30, 5.11], [0.32, 1.69, 5.31], [-0.51, 1.43, 4.23], [-0.77, 5.90, 0.26], [-0.22, 4.82, 1.55], [-1.94, 4.90, 1.12], [-2.12, 4.66, -2.29], [-3.04, 3.49, -1.34], [-1.95, 2.94, -2.62], [1.09, 4.95, -1.66], [0.94, 3.40, -2.47], [1.80, 3.51, -0.92], [3.06, -2.07, -1.74], [3.16, -3.75, -2.26], [3.10, -3.36, -0.54], [0.91, -1.91, -3.77], [-0.72, -2.56, -3.47], [0.58, -3.61, -4.01], [0.33, -5.17, -0.16], [0.80, -5.61, -1.80], [-0.82, -4.99, -1.47], [-2.57, -2.79, -0.47], [-4.42, -4.38, -0.03], [-4.44, -5.69, 2.06], [-2.63, -5.41, 3.72], [-0.79, -3.82, 3.29], [1.21, -4.32, 1.48], [3.16, -4.82, 2.88], [4.13, -3.07, 4.34], [3.12, -0.81, 4.38], [1.17, -0.30, 2.97], [-2.34, 3.50, 3.05], [-4.69, 4.03, 3.55], [-6.49, 2.50, 2.81], [-5.93, 0.43, 1.58], [-3.57, -0.09, 1.06], [1.42, 2.68, 1.74], [2.90, 3.16, 3.67], [2.20, 2.51, 5.95], [0.01, 1.42, 6.31], [-1.47, 0.95, 4.39], [5.09, 2.04, -5.16], [4.04, 1.75, -5.70], [3.87, 1.73, -6.90], [2.89, 1.39, -4.84], [1.71, 1.31, -5.48], [0.50, 0.99, -4.78], [-0.76, 0.87, -5.37], [-1.83, 0.54, -4.57], [-1.64, 0.33, -3.20], [-0.45, 0.44, -2.63], [0.60, 0.77, -3.41], [1.86, 0.84, -2.74], [1.79, 0.59, -1.41], [2.90, 0.62, -0.71], [4.13, 0.91, -1.30], [4.22, 1.17, -2.65], [3.04, 1.15, -3.42], [1.68, 1.49, -6.55], [-0.89, 1.03, -6.43], [-2.83, 0.44, -4.98], [-2.46, 0.08, -2.54], [2.81, 0.41, 0.35], [5.02, 0.91, -0.69], [5.17, 1.39, -3.10]]
}

---

no.,LUMO level (eV),highest occupied orbital energy (eV),calculated total energy (hartree)
1,-4.4,-10.52,-5476.23924
2,-5.3,-11.06,-5618.52204
3,0.3,-6.88,-5952.66818
4,-3.7,-10.23,-3455.77949